Entry 1:
Entry from OMol25: one molecule with the formula C4H6ClO3P at a distorted geometry (ωB97M-V/def2-TZVPD).

```
15
Properties=species:S:1:pos:R:3:lowdin_charge:R:1
C -0.8195 -0.4511 0.5503 -0.39
C 0.6106 0.0270 1.0023 -0.30
C -1.2329 -0.6029 -0.8708 -0.02
C 0.8281 1.2989 0.2169 0.01
O 1.2615 -1.2748 4.4129 -0.51
O -1.6802 -0.5409 1.4009 0.09
O 1.1916 -0.3602 1.9914 -0.10
P 0.6434 -1.9076 3.2713 0.37
Cl 2.1207 -2.9080 2.3950 0.23
H -0.6044 -0.0667 -1.5751 0.06
H -2.3105 -0.3852 -0.9584 0.10
H -1.3076 -1.7044 -1.1962 0.13
H 0.2334 2.0567 0.8156 0.14
H 0.5661 1.2259 -0.8945 0.10
H 1.8262 1.7185 0.2918 0.09
```

Summary:
HOMO energy (eV): -9.075
Orbital gap (eV): 8.0200
Charge: 0
Energy relative to the best compared isomer or geometry (same formula, charge and spin) (eV): 0.0000

***

Entry 2:
Entry from OMol25: one molecule with the formula C4H6ClP at a distorted geometry (ωB97M-V/def2-TZVPD).

```
12
Properties=species:S:1:pos:R:3:lowdin_charge:R:1
C -0.8421 -0.5230 0.1611 -0.21
C -0.1103 -0.1347 1.2687 -0.23
C -0.6874 0.1100 -1.1622 -0.52
C 0.7809 0.9040 1.2936 -0.01
P 1.1050 0.1279 -1.7792 0.46
Cl 1.4560 -1.8330 -1.7719 0.12
H -1.5021 -1.3720 0.2457 0.09
H -0.2310 -0.7243 2.1689 0.10
H -1.2979 -0.3932 -1.9175 0.06
H -0.9573 1.1693 -1.1360 0.07
H 0.8848 1.5922 0.4741 0.01
H 1.4014 1.0767 2.1546 0.05
```

Summary:
HOMO energy (spin up / spin down) (eV): -7.645 / -7.917
Orbital gap (spin up / spin down) (eV): 6.8712 / 7.4103
Charge: 0
Energy relative to the best compared isomer or geometry (same formula, charge and spin) (eV): 1.1270

***

Entry 3:
Entry from OMol25: one molecule with the formula C4H6ClPS at a distorted geometry (ωB97M-V/def2-TZVPD).

```
13
Properties=species:S:1:pos:R:3:lowdin_charge:R:1
C -1.4773 -0.2703 -0.9385 -0.18
C -1.9882 -1.0037 -1.7267 0.08
C -0.7314 0.6974 -0.0759 -0.32
C 0.0562 0.0692 1.0129 -0.42
P 1.7806 -0.0807 0.3796 -0.01
S 2.4856 1.5947 -0.3544 0.15
Cl 2.9299 -1.0530 1.7920 0.22
H 1.5412 -1.0355 -0.6711 0.01
H -2.6808 -1.6361 -2.3786 0.07
H -0.1214 1.3779 -0.6228 0.03
H -1.7301 1.3493 0.2508 0.18
H 0.1145 0.8443 1.8555 0.12
H -0.1787 -0.8535 1.4771 0.07
```

Summary:
HOMO energy (eV): -9.168
SMILES string: C#CCC[P@@H](=S)Cl
Orbital gap (eV): 9.5250
Charge: 0
Energy relative to the best compared isomer or geometry (same formula, charge and spin) (eV): 2.1180